ORCA calculation (wB97M-V/def2-TZVPD) on the molecule C4H6N4 at a distorted geometry.

Last column: Mulliken charge in e.
Positions of all 14 atoms, in Å:
1 H 3.374 1.269 -0.348  0.32
2 N 2.284 1.512 0.104  -0.63
3 C 1.707 0.411 0.009  0.37
4 C 2.489 -0.742 -0.117  0.24
5 N 3.408 -1.520 0.104  -0.43
6 N 0.346 0.226 -0.250  0.05
7 N -0.176 -0.967 -0.074  -0.54
8 C -1.404 -0.978 0.052  0.09
9 C -2.306 0.160 0.000  -1.26
10 H -0.079 1.059 0.203  0.34
11 H -1.869 -1.989 -0.067  0.34
12 H -3.294 -0.131 0.167  0.37
13 H -2.198 0.986 -0.720  0.35
14 H -2.285 0.706 0.939  0.39

Its energy is -10201.75125 eV. Its SMILES is [H]/N=C(\C#N)N/N=C\C.

ORCA calculation (wB97M-V/def2-TZVPD) on a structure of composition C4H6N4 at a distorted geometry.

Last column: Mulliken charge in e.
Positions of all 14 atoms, in Å:
1 C -2.003 0.099 -0.256  -0.38
2 C -0.903 -0.365 -1.314  -0.49
3 C 1.840 -0.257 0.516  -0.03
4 C -0.106 0.320 0.711  0.57
5 H -2.391 1.101 -0.538  0.24
6 H -2.952 -0.521 -0.111  0.30
7 H -1.183 0.108 -2.255  0.28
8 H -0.617 -1.451 -1.346  0.35
9 H 2.018 0.174 -1.528  0.26
10 H 2.846 -0.646 0.820  0.36
11 N 0.192 0.380 -0.662  -0.01
12 N 1.474 -0.251 -0.791  -0.35
13 N 0.991 0.105 1.414  -0.52
14 N -1.326 0.116 1.040  -0.58

Its energy is -10203.62274 eV.

ORCA calculation (wB97M-V/def2-TZVPD) on a cluster of 2 separate species, C4H6N4O in total at a distorted geometry.

Last column: Mulliken charge in e.
Positions of all 15 atoms, in Å:
1 N 1.207 -2.645 -0.814  -0.48
2 C 1.039 -1.220 -0.470  0.06
3 N 1.808 -0.687 0.383  -0.50
4 C 1.673 0.607 0.740  -0.43
5 C 1.012 1.626 0.338  0.80
6 O 0.418 2.514 -0.096  -0.41
7 H 0.339 -3.056 -0.997  0.19
8 H 1.854 -3.160 -0.311  0.22
9 H 0.408 -0.815 -1.209  0.36
10 H 2.279 0.848 1.728  0.17
11 N -1.770 -0.232 1.192  -0.41
12 C -2.067 0.609 0.463  0.42
13 N -2.505 1.595 -0.349  -0.46
14 H -3.386 1.436 -0.521  0.20
15 H -2.307 2.580 -0.076  0.26

Its energy is -12250.08745 eV. Its SMILES is N/C=N/C=C=O.N#CN.

ORCA calculation (wB97M-V/def2-TZVPD) on the ion C4H6N9 with charge +1 at a distorted geometry.

Last column: Mulliken charge in e.
Positions of all 19 atoms, in Å:
1 N 0.757 -2.888 2.710  -0.33
2 C 1.335 -2.463 1.810  0.31
3 N 1.759 -1.885 0.672  -0.71
4 N 0.982 -1.068 -0.055  0.26
5 C 0.038 -0.292 0.432  0.56
6 N -0.331 -0.102 1.674  -0.26
7 N -0.760 0.441 -0.606  0.32
8 N 0.033 0.572 -1.772  -0.52
9 C 1.127 1.335 -1.954  0.43
10 N 2.104 1.927 -2.105  -0.33
11 N -1.613 1.506 -0.205  -0.41
12 C -2.853 1.570 -0.738  0.30
13 N -3.913 1.618 -1.113  -0.27
14 H 2.774 -2.023 0.459  0.30
15 H 1.114 -0.888 -1.002  0.35
16 H 0.106 -0.461 2.476  0.20
17 H -1.084 0.465 1.938  0.24
18 H -0.361 0.237 -2.658  0.27
19 H -1.212 2.399 0.036  0.28

Its energy is -17643.40767 eV. Its SMILES is N#CNNC(=[NH2+])N(NC#N)NC#N. The total charge is +1.

ORCA calculation (wB97M-V/def2-TZVPD) on the ion C4H6NO with charge +1 at a distorted geometry.

Last column: Mulliken charge in e.
Positions of all 12 atoms, in Å:
1 C 1.317 0.530 -1.159  -0.80
2 N 0.070 0.875 -0.551  0.56
3 O -0.586 1.841 -0.807  -0.32
4 C -0.397 0.028 0.423  0.24
5 C -1.573 -0.109 1.030  -0.14
6 C -0.542 -1.303 1.066  -0.51
7 H 1.107 0.026 -2.039  0.39
8 H 2.252 0.064 -0.571  0.33
9 H 1.850 1.442 -1.486  0.34
10 H -2.518 0.310 1.364  0.39
11 H -0.868 -2.159 0.618  0.29
12 H -0.110 -1.547 2.112  0.24

Its energy is -7769.12852 eV. Its SMILES is C[N+](=O)C1=CC1. The total charge is +1.

ORCA calculation (wB97M-V/def2-TZVPD) on a cluster of 2 separate species, C4H6NO in total at a distorted geometry.

Last column: Mulliken charge in e.
Positions of all 12 atoms, in Å:
1 C 0.806 -0.017 -0.060  0.09
2 C -0.572 0.111 -0.088  0.78
3 C 0.521 0.692 1.270  -0.40
4 C -1.482 0.179 -1.181  -1.21
5 N 1.163 -0.635 1.262  -0.13
6 O -0.881 0.346 1.154  -0.20
7 H 2.688 0.918 -0.953  0.26
8 H -2.437 0.488 -0.911  0.38
9 H -1.532 -0.785 -1.499  0.37
10 H -1.221 0.783 -2.187  0.34
11 H 0.752 -1.589 1.639  0.34
12 H 2.193 -0.491 1.554  0.39

Its energy is -7765.24762 eV. The total charge is +1.